Entry 1:
20
Properties=species:S:1:pos:R:3:lowdin_charge:R:1 method="wB97M-V/def2-TZVPD" e_tot_ev=-12979.7997 mol_weight_g_mol=126.13 e_homo_ev=-14.710 total_charge=+1 spin_multiplicity=1
O -1.4206 1.2120 -1.0210 0.1345
C -1.2630 0.3412 -0.2005 -0.4895
O -1.9484 -0.7810 -0.1600 0.1740
C -0.2246 0.4749 0.9089 -0.2146
C -0.4224 -0.4236 2.1009 -0.0442
N 1.1279 0.2883 0.2223 0.2226
H -2.4112 -0.9973 -0.9608 0.1418
H -0.2383 1.4575 1.3906 0.1659
H -0.0507 -0.0923 3.0780 0.0986
H -1.4987 -0.4691 2.3214 0.1070
H -0.1159 -1.4716 2.0671 0.0811
H 0.9668 0.3284 -0.7900 0.1138
H 1.5949 -0.6314 0.5340 0.1095
H 1.6521 1.0852 0.5759 0.1696
H 1.2837 1.0139 -3.1410 0.0747
H 0.2010 1.9847 -2.5502 0.0429
O 1.0145 1.5267 -2.3633 -0.0414
H 2.1422 -2.2881 1.7056 0.0749
H 2.7047 -2.6637 0.3528 0.0917
O 1.9712 -2.1985 0.7697 -0.0129


Entry 2:
99
Properties=species:S:1:pos:R:3:lowdin_charge:R:1 method="wB97M-V/def2-TZVPD" e_tot_ev=-131044.4201 mol_weight_g_mol=674.77 e_homo_ev="-7.669 / -8.314" s_squared=0.75 spin_multiplicity=2
C 2.7639 -1.9042 2.0256 -0.1498
C 3.0278 -1.9474 0.5100 -0.5349
S 1.9803 -3.0905 -0.4405 0.8346
C 0.3053 -2.6463 0.0776 -0.5258
C -0.4083 -1.4824 -0.6306 -0.7656
Br -0.4239 -1.8966 -2.5701 0.7546
C -1.8679 -1.4143 -0.1404 -0.1424
C -2.4792 -0.0077 0.0549 -0.4622
C -3.9596 -0.0543 -0.3260 -0.0375
C -2.3379 0.4505 1.5198 -0.0100
N -1.8094 0.9770 -0.8344 -0.1352
O -2.4582 2.0515 -1.0671 -0.0226
C -0.3308 1.1369 -0.8462 -0.4729
C 0.0642 1.5738 -2.2651 -0.0430
C 0.0774 2.2564 0.1313 -0.0240
C 0.3669 -0.1766 -0.4312 -0.1599
H 2.2823 -2.8247 2.3737 0.0716
H 2.1294 -1.0551 2.3107 0.0619
H 3.7133 -1.8047 2.5648 0.0609
H 2.9811 -0.9444 0.0725 0.0548
H 4.0445 -2.3235 0.3241 0.0341
H -0.2956 -3.5559 -0.0514 0.0817
H 0.3225 -2.4180 1.1538 0.0844
H -2.4942 -1.9893 -0.8305 0.0957
H -1.9258 -1.9268 0.8323 0.1301
H -4.4479 0.8864 -0.0685 0.0635
H -4.4424 -0.8552 0.2459 0.0955
H -4.0823 -0.2440 -1.3989 0.0950
H -3.0308 -0.1157 2.1549 0.0803
H -2.5874 1.5149 1.6066 0.0946
H -1.3262 0.2850 1.9073 0.0790
H 1.1574 1.6372 -2.3325 0.0860
H -0.3399 2.5742 -2.4571 0.0721
H -0.3127 0.8788 -3.0171 0.0431
H -0.1161 1.9871 1.1745 0.0717
H -0.4709 3.1733 -0.1051 0.0816
H 1.1543 2.4449 0.0226 0.0957
H 1.2990 -0.2498 -1.0080 0.0971
H 0.6593 -0.1263 0.6302 0.1161
C -7.5222 1.8525 0.7543 0.0006
C -6.6351 1.9166 1.9738 -0.5234
O -5.7788 1.0680 2.1842 0.0097
N -6.8043 2.9519 2.8318 0.0177
C -7.7496 4.0434 2.7397 -0.0738
H -7.2420 0.9698 0.1871 0.0830
H -8.5741 1.7838 1.0348 0.0860
H -7.3935 2.7362 0.1282 0.0894
H -6.1630 2.9415 3.6104 0.1445
H -7.2349 5.0031 2.6737 0.0857
H -8.4118 4.0633 3.6065 0.0838
H -8.3625 3.9290 1.8505 0.0718
C 2.7332 5.2323 -5.0012 -0.0129
C 2.3584 4.8028 -3.6005 -0.5551
O 3.0652 4.0521 -2.9492 0.0251
N 1.1929 5.2804 -3.0888 0.0078
C 0.2278 6.1555 -3.7148 -0.0789
H 3.6808 4.7626 -5.2469 0.0809
H 1.9781 4.9215 -5.7244 0.0830
H 2.8410 6.3158 -5.0674 0.0827
H 1.0009 4.9522 -2.1546 0.1317
H 0.1042 7.0784 -3.1451 0.0825
H -0.7461 5.6699 -3.7997 0.0838
H 0.5599 6.4206 -4.7144 0.0697
C 7.9414 -3.8652 2.2752 -0.0112
C 6.7472 -3.6110 1.3799 -0.5351
O 5.6924 -3.1902 1.8338 0.0212
N 6.8888 -3.8687 0.0590 0.0247
C 8.0454 -4.3560 -0.6620 -0.0874
H 7.6541 -3.6101 3.2906 0.0791
H 8.2464 -4.9119 2.2374 0.0819
H 8.7948 -3.2549 1.9766 0.0816
H 6.0696 -3.6860 -0.5009 0.1170
H 8.3449 -3.6420 -1.4297 0.0747
H 7.8093 -5.2904 -1.1730 0.0846
H 8.8847 -4.5332 0.0044 0.0709
C 6.5194 -2.2066 -4.8963 -0.0064
C 5.7858 -2.8347 -3.7289 -0.5366
O 6.3036 -3.7100 -3.0536 0.0192
N 4.5349 -2.4045 -3.4487 0.0231
C 3.7575 -1.3813 -4.1147 -0.0673
H 7.4940 -2.6798 -4.9669 0.0803
H 5.9768 -2.3585 -5.8301 0.0834
H 6.6509 -1.1335 -4.7517 0.0840
H 4.0973 -2.8795 -2.6734 0.1094
H 3.4845 -0.5893 -3.4164 0.0823
H 2.8387 -1.8016 -4.5268 0.0820
H 4.3237 -0.9358 -4.9251 0.0720
C -5.1301 -2.0802 6.4536 -0.0162
C -4.7760 -1.2573 5.2325 -0.5511
O -3.6183 -1.1422 4.8603 0.0259
N -5.7890 -0.6538 4.5632 0.0138
C -7.2006 -0.6997 4.8568 -0.0842
H -4.2073 -2.4850 6.8581 0.0797
H -5.6195 -1.4705 7.2147 0.0804
H -5.8006 -2.9015 6.1963 0.0807
H -5.5041 -0.1143 3.7534 0.0890
H -7.7614 -1.1332 4.0255 0.0840
H -7.5979 0.3008 5.0471 0.0773
H -7.3873 -1.3057 5.7392 0.0681


Entry 3:
50
Properties=species:S:1:pos:R:3:lowdin_charge:R:1 method="wB97M-V/def2-TZVPD" e_tot_ev=-32413.2591 mol_weight_g_mol=357.43 e_homo_ev=-8.456 smiles="CC(C)(C)CNC(=O)C[C@@H]1CNC(=O)c2cc(-c3cccc(F)c3)cn21" spin_multiplicity=1
O -0.8513 3.7864 -2.6187 0.0500
O 3.1277 -1.0691 -0.4901 0.0704
F -5.8087 -1.4950 0.1180 0.0491
C -0.1318 2.7948 -2.7844 -0.4594
C 2.7941 0.0686 -0.3162 -0.4969
C -1.5447 1.0055 -1.6526 0.0811
C -1.2834 -0.4252 -1.3541 -0.1738
C -0.0023 -0.6888 -1.6679 -0.0053
C -0.3912 1.5117 -2.2365 -0.1404
C -2.7799 -3.5911 0.2449 -0.0666
C -4.1165 -3.2019 0.3409 -0.0289
C -1.8506 -2.7003 -0.3351 -0.0422
C -3.5873 -1.0728 -0.5555 0.0359
C -4.5193 -1.9279 -0.0294 -0.2597
C -2.2327 -1.4194 -0.7676 -0.1529
N 1.0506 2.9470 -3.4129 0.0919
N 2.3171 0.4839 0.9072 0.0791
N 0.5440 0.4770 -2.2381 0.0147
C 0.0113 -1.0687 3.5192 -0.0675
C -0.2919 0.8714 1.9784 -0.0381
C 1.3474 0.9335 3.9995 -0.0557
C 2.8784 1.0932 -1.4805 -0.0364
C 1.9163 1.8162 -3.7614 -0.1001
C 1.8728 -0.4858 1.9030 -0.1385
C 1.9374 0.7104 -2.6670 -0.2120
C 0.7701 0.0959 2.8294 -0.5519
H -2.4479 1.6009 -1.4298 0.1274
H 0.5036 -1.6380 -1.5747 0.1326
H -2.4291 -4.5772 0.5808 0.1111
H -4.8516 -3.8864 0.7729 0.1174
H -0.8337 -3.0577 -0.4116 0.0989
H -3.8742 -0.0946 -0.8643 0.1068
H 1.1730 3.8113 -3.8751 0.1354
H 2.0211 1.4702 0.9997 0.1371
H 0.6352 -1.5931 4.2277 0.0744
H -0.3654 -1.7791 2.7768 0.0735
H -0.9114 -0.6914 4.0589 0.1030
H -1.2301 1.0093 2.5310 0.0869
H -0.5138 0.2732 1.0716 0.0716
H 0.0748 1.8400 1.6068 0.0760
H 0.5770 1.2286 4.6662 0.0652
H 1.8539 1.8263 3.6520 0.0736
H 2.0582 0.3532 4.6067 0.0872
H 2.5705 2.0880 -1.1258 0.1139
H 3.9074 1.2646 -1.8335 0.1269
H 1.4677 1.4033 -4.6552 0.1198
H 2.9488 2.0968 -3.9794 0.1275
H 2.7000 -0.8837 2.4577 0.1207
H 1.4211 -1.3527 1.3977 0.1215
H 2.3691 -0.1612 -3.1296 0.1456


Entry 4:
170
Properties=species:S:1:pos:R:3:lowdin_charge:R:1 method="wB97M-V/def2-TZVPD" e_tot_ev=-164093.2222 mol_weight_g_mol=1333.43 e_homo_ev=-7.839 spin_multiplicity=1
C -4.4846 -0.0772 -2.3160 -0.0122
C -4.2008 1.0192 -3.3268 -0.3069
C -3.0489 1.9380 -2.9631 -0.1008
O -2.3536 2.1646 -4.1901 0.0562
C -2.8187 1.2551 -5.1030 -0.5468
O -2.4539 1.1294 -6.2364 0.1543
O -3.7743 0.4742 -4.5777 0.0884
H -4.6373 0.4412 -1.3684 0.0731
H -3.6942 -0.8243 -2.2417 0.0892
H -5.3668 -0.6436 -2.6153 0.0917
H -5.0865 1.6427 -3.4634 0.1548
H -2.4891 1.5560 -2.1068 0.0973
H -3.4651 2.8812 -2.6056 0.1370
C -1.1363 1.7637 0.0421 0.0096
C 0.3025 1.2220 -0.2622 -0.2351
C 0.6537 -0.0041 0.5902 -0.0852
O 1.1594 -0.9473 -0.3340 0.0542
C 0.8835 -0.5395 -1.5912 -0.5608
O 0.9952 -1.2747 -2.5463 0.1265
O 0.4096 0.6918 -1.5903 0.0857
H -1.5165 2.4033 -0.7531 0.0533
H -1.1342 2.4002 0.9295 0.0760
H -1.8135 0.9560 0.3226 0.0714
H 1.0204 2.0389 -0.2041 0.1344
H -0.2495 -0.4058 1.0535 0.1113
H 1.3955 0.2122 1.3564 0.1190
C -2.2691 7.0833 4.0957 -0.0140
C -1.8920 5.9948 3.0897 -0.3145
C -2.6187 4.7151 3.3782 -0.1097
O -3.0031 4.2011 2.0982 0.0633
C -2.7598 5.1605 1.1819 -0.5423
O -2.9306 4.9762 0.0065 0.1315
O -2.3476 6.3231 1.7632 0.0951
H -3.3423 7.2614 4.1572 0.0894
H -1.8233 8.0085 3.7259 0.0866
H -1.8924 6.9110 5.1031 0.0893
H -0.8236 5.7889 3.0182 0.1374
H -3.5087 4.8779 3.9886 0.1317
H -1.9757 4.0375 3.9408 0.1301
C -7.5767 -2.2260 3.0714 -0.0043
C -6.9648 -2.0678 1.6626 -0.2787
C -7.3695 -0.7848 0.9095 -0.0656
O -6.1135 -0.3170 0.3827 0.0448
C -5.1026 -1.0115 1.0035 -0.5576
O -3.9431 -0.7182 0.8122 0.1025
O -5.5525 -1.9384 1.7962 0.0929
H -7.1592 -1.4796 3.7475 0.0740
H -7.2728 -3.1670 3.5284 0.0890
H -8.6614 -2.1374 3.0332 0.0901
H -7.1549 -2.9369 1.0319 0.1543
H -7.8074 -0.0618 1.5968 0.1342
H -8.0547 -1.0668 0.1131 0.1356
C 3.2456 -4.0340 4.1952 -0.0159
C 1.9299 -3.4612 3.6973 -0.2899
C 0.8353 -3.3737 4.7797 -0.0961
O 0.4517 -1.9927 4.8052 0.0453
C 1.2603 -1.2974 3.9337 -0.5530
O 1.0604 -0.1336 3.7051 0.1315
O 2.1362 -2.0772 3.3227 0.0942
H 3.6896 -3.5547 5.0679 0.0944
H 4.0285 -3.8526 3.4515 0.0729
H 3.2704 -5.1200 4.2858 0.0925
H 1.4649 -4.0255 2.8898 0.1048
H 1.1752 -3.7509 5.7460 0.1287
H 0.0394 -4.0804 4.5387 0.1178
C 6.0730 -2.7234 0.5186 -0.0113
C 5.9669 -1.1940 0.5475 -0.2500
C 4.7687 -0.5304 -0.1976 -0.0780
O 4.1609 0.2611 0.7977 0.0644
C 4.6317 -0.0615 2.0183 -0.5708
O 4.1564 0.4390 2.9864 0.1558
O 5.6258 -0.9538 1.9360 0.0677
H 5.1051 -3.1619 0.7614 0.0659
H 6.7912 -2.9966 1.2894 0.0890
H 6.3559 -3.0996 -0.4653 0.0886
H 6.8554 -0.5876 0.3725 0.1544
H 4.0620 -1.2817 -0.5580 0.1243
H 5.1217 0.0290 -1.0631 0.1355
C 3.5005 5.8546 5.2503 -0.0163
C 3.5776 5.2309 3.8556 -0.3064
C 3.7386 3.6937 3.7900 -0.0563
O 2.7830 3.3681 2.7709 0.0670
C 1.9043 4.3574 2.5820 -0.5615
O 0.9346 4.2659 1.8840 0.1425
O 2.2891 5.3726 3.3462 0.0707
H 4.4734 5.9885 5.7220 0.0864
H 2.9098 5.1951 5.8902 0.0849
H 2.9345 6.7847 5.2781 0.0849
H 4.2466 5.7828 3.1915 0.1588
H 3.4604 3.1464 4.6899 0.1383
H 4.7429 3.4019 3.4915 0.1332
C -2.6334 0.5541 3.5034 -0.0031
C -2.8174 -0.1745 4.8344 -0.2870
C -3.3612 0.7202 5.9880 -0.0575
O -4.4253 -0.0887 6.4698 0.0809
C -4.7605 -1.0785 5.6518 -0.5730
O -5.6668 -1.8472 5.7643 0.1550
O -3.8851 -1.0765 4.6418 0.0485
H -3.6264 0.7610 3.1083 0.0945
H -2.1190 -0.1010 2.8003 0.0663
H -1.9993 1.4331 3.6220 0.0831
H -1.9797 -0.8117 5.1227 0.1460
H -3.6187 1.6950 5.5717 0.1254
H -2.6543 0.8598 6.8033 0.1346
C 2.2030 -4.4904 0.1656 0.0015
C 3.1265 -4.6937 -1.0546 -0.3061
C 3.7949 -6.0667 -1.2328 -0.1022
O 3.2918 -6.5094 -2.4682 0.0767
C 2.4521 -5.5777 -3.0114 -0.5436
O 2.0877 -5.6516 -4.1426 0.1559
O 2.3277 -4.5376 -2.1887 0.0858
H 2.7443 -4.2685 1.0862 0.0642
H 1.6245 -5.3984 0.3440 0.0863
H 1.4729 -3.6987 0.0025 0.0718
H 3.9603 -3.9896 -1.0344 0.1209
H 3.6401 -6.7651 -0.4077 0.1322
H 4.8791 -5.9340 -1.2379 0.1261
C 1.1746 1.6943 -5.3984 0.0073
C 2.6445 2.2058 -5.1642 -0.2387
C 3.0555 2.2982 -3.6863 -0.0895
O 4.3567 1.7066 -3.7199 0.0511
C 4.5016 0.9296 -4.8106 -0.5968
O 5.4271 0.1522 -4.9162 0.1131
O 3.4965 1.1265 -5.6019 0.0819
H 0.9845 0.7402 -4.9071 0.0769
H 1.0680 1.5897 -6.4774 0.0914
H 0.4140 2.3811 -5.0249 0.0365
H 2.9444 3.0907 -5.7216 0.1545
H 2.3804 1.7112 -3.0615 0.1215
H 3.1439 3.3363 -3.3804 0.1070
C 2.6813 -2.2986 -5.1725 -0.2558
S 3.3928 -3.4080 -6.4492 0.8504
O 2.7036 -2.9973 -7.7338 -0.5732
C 5.0012 -2.4974 -6.4166 -0.2682
H 1.6470 -2.6086 -5.0253 0.0074
H 2.7317 -1.2737 -5.5355 0.0402
H 3.1539 -2.3950 -4.1945 0.0495
H 5.4709 -2.7340 -5.4599 0.0426
H 4.9662 -1.4220 -6.5698 0.0341
H 5.7145 -2.8642 -7.1576 0.0436
C -1.0234 -3.9524 -3.5379 -0.2566
S -0.8983 -3.9266 -5.3798 0.8464
O -1.9425 -4.8987 -5.8616 -0.5700
C -1.6725 -2.2706 -5.5517 -0.2440
H -0.3597 -4.7252 -3.1523 0.0302
H -2.0210 -4.2369 -3.1964 0.0518
H -0.8089 -2.9794 -3.0937 0.0258
H -0.8840 -1.5673 -5.2637 0.0347
H -2.4722 -2.2393 -4.8158 0.0422
H -1.8661 -1.9456 -6.5713 0.0620
C -0.8633 5.8999 -3.4524 -0.2607
S 0.2927 4.5295 -3.3197 0.8469
O 1.6132 4.9721 -3.8817 -0.5426
C 0.5312 4.7680 -1.5137 -0.2374
H -0.4137 6.8604 -3.1915 0.0614
H -1.6898 5.7919 -2.7486 0.0488
H -1.2135 6.0472 -4.4740 0.0539
H 1.0040 5.6989 -1.2003 0.0706
H 1.3329 4.0659 -1.2745 0.0330
H -0.4158 4.5617 -1.0174 0.0312
C -2.7249 -3.3663 2.6873 -0.2486
S -1.2028 -3.5158 1.7106 0.8436
O -0.6287 -4.9319 1.7378 -0.5541
C -1.9937 -3.2974 0.0599 -0.2151
H -2.5244 -3.2763 3.7546 0.0461
H -3.4070 -4.2122 2.5810 0.0714
H -3.3065 -2.4961 2.3878 0.0180
H -3.0152 -3.6768 0.0957 0.0553
H -1.4517 -3.8942 -0.6719 0.0396
H -2.0209 -2.2407 -0.2011 0.0360